C35H86BN6O19 | ωB97M-V/def2-TZVPD

Structure (XYZ):
```
147
Properties=species:S:1:pos:R:3:forces:R:3:mulliken_charge:R:1
O 1.8208 6.1939 3.6063 -0.122 -0.192 -1.588 -0.336
H -1.4334 -5.5095 4.6613 -0.386 0.268 -1.094 0.252
H -2.3356 -3.2745 3.8154 -0.445 -0.534 -0.322 0.483
H -0.3040 -5.3861 5.7279 1.233 0.547 0.229 0.468
C -4.0081 -5.6853 -0.4338 -1.298 -0.938 -0.648 0.122
H 0.4179 10.2187 -1.0332 -0.051 -0.225 -0.344 0.306
O 0.4035 2.3820 -0.2428 0.032 -2.118 -0.591 -0.649
H -4.0164 2.6010 -3.9212 -0.399 -0.128 0.655 0.469
H -6.0544 -6.4349 -1.0159 -0.105 0.497 0.848 0.321
C 3.9292 2.7159 1.6107 -2.283 0.475 3.532 -0.180
H -0.3301 1.9496 -5.3659 -0.737 0.242 -1.097 0.361
O -3.6300 -6.9834 -0.0567 -0.232 -1.051 -1.133 -0.493
O -0.5351 -1.1631 -2.7455 -0.022 0.459 0.376 -0.785
H -0.2117 7.7048 -0.6113 -0.196 0.338 -0.123 0.388
H 3.2376 -3.6189 -0.0857 0.311 0.019 0.412 0.341
H -4.2228 -5.7328 -3.2896 0.136 0.895 0.134 0.210
H 0.5574 -3.2063 6.1403 0.028 -0.033 -0.031 0.256
H 6.5886 3.2661 5.2521 0.128 -0.378 -0.291 0.287
H -3.0922 -6.5545 1.7966 0.429 -0.155 0.641 0.265
O -5.7370 -2.2708 1.0244 0.927 -0.216 -0.220 -0.545
H 0.1666 -1.8551 5.3129 0.044 0.092 -0.028 0.259
H 2.7514 -1.9409 -0.3042 0.101 0.074 -0.307 0.068
H 1.1641 7.3352 5.0969 0.451 -0.038 0.494 0.270
H 1.3022 4.5441 -0.0372 -0.268 -0.349 0.148 -0.036
O -3.6633 -2.5518 -2.3442 2.808 2.117 0.287 -0.935
H -6.1631 -0.3006 -5.1006 0.531 -0.363 -0.247 0.387
H 0.1513 5.3466 2.5367 -0.474 1.269 0.433 0.574
N -0.3969 -5.1731 -4.0233 0.766 0.634 -0.300 -0.743
H 1.4438 4.4123 2.4719 1.038 -0.337 0.642 -0.113
H -1.4417 -2.0447 3.1367 0.856 0.017 -0.771 0.398
O -0.0398 -0.9894 -0.2409 -0.596 -2.210 -1.293 0.458
H 0.2416 7.6963 -2.3977 -0.604 0.205 0.090 0.420
H 1.7962 -3.6362 -4.8966 -0.363 0.387 0.419 0.334
C 2.9434 -2.8771 -0.8282 -0.309 -1.062 0.442 0.057
H 1.1715 -4.6346 -2.7418 0.191 -0.183 0.493 -0.818
O 1.6769 8.4541 -1.1839 -0.346 2.143 1.013 -0.341
H -0.2820 -4.2628 0.5751 -0.171 0.108 -1.447 0.182
C -2.6463 -7.0191 0.9172 0.344 1.061 0.282 -0.349
H 4.4764 -4.7550 -6.1251 -0.882 -1.024 -0.158 0.349
H -3.0372 0.8419 -6.7390 -0.058 0.282 -0.295 0.328
C -0.3066 -3.5953 4.3371 0.861 -0.134 -1.136 0.789
C 1.0165 -5.2619 -3.6196 1.077 -0.423 -0.182 1.920
H -4.0324 -2.4597 2.1953 0.292 0.046 -0.031 0.309
C -3.4041 1.7788 -4.2916 -3.008 0.858 0.318 -0.351
H -3.2443 -5.1260 -0.9741 0.484 -0.156 -0.278 -0.153
C 1.0498 6.3138 4.7337 -0.003 0.433 1.357 -0.755
B -0.9354 -0.6272 -1.4013 0.737 0.824 0.487 2.024
C -4.4323 1.0171 -5.3097 2.237 1.051 1.022 0.487
H 0.4670 -7.0039 -2.5832 0.363 -0.020 0.748 0.377
C -4.3136 -1.9901 1.2527 -1.591 0.084 0.221 -0.170
C 4.1914 4.7975 8.3020 0.946 -0.238 -0.185 -0.703
H -0.4092 2.1797 -3.7960 -0.934 0.497 1.009 0.073
H 5.2308 2.3495 5.8146 -0.331 -0.605 -0.645 0.381
O 4.7084 3.7304 1.0923 0.957 -0.180 -0.861 -0.336
H 4.7045 2.7533 -0.7659 -0.452 0.044 0.063 0.316
N 5.1573 3.1506 3.7390 1.317 -0.947 1.435 -0.216
C 2.0460 -4.6690 -4.6539 -1.070 0.274 -0.552 -0.880
C 4.2137 -4.1421 -5.2629 2.021 1.102 -1.698 -0.900
H -5.0836 1.7419 -5.7983 0.667 0.372 -0.584 0.308
O 5.1981 4.1438 7.4836 -1.226 0.186 -0.445 -0.386
H -1.7905 1.7771 1.3449 0.360 -0.391 0.072 -0.181
C 0.5693 7.5923 -1.3633 1.200 -2.155 -0.064 -0.667
O 3.4395 -4.6403 -4.2653 -1.756 -1.300 1.185 -0.355
H 4.1955 1.6695 1.4616 0.857 0.161 -0.184 0.627
H 2.2657 -6.7686 -2.7849 -0.100 -0.734 -0.097 0.404
H 2.1447 6.0225 -1.4837 0.400 0.738 -0.434 0.395
C -0.7571 -3.3757 0.9938 1.674 -1.683 -0.528 -0.811
H -3.1679 2.5619 1.9394 0.123 0.114 1.174 0.350
H 1.2158 9.7328 0.4511 -0.006 -0.205 0.128 0.257
H -4.4453 -7.2642 -2.9364 -0.706 -0.688 0.826 0.380
C 1.2831 -6.7398 -3.2557 -0.617 1.144 0.204 -1.557
H -0.9299 -5.4998 -3.2301 -0.152 -0.524 0.114 0.321
H -5.9134 0.7912 -3.8143 -0.019 0.372 0.096 0.373
H 1.4520 5.5631 5.4139 -0.575 0.148 0.796 0.186
C 5.3530 3.2416 -0.0385 1.276 0.178 -1.334 -0.910
C 5.0331 4.4072 6.0557 -0.250 -0.167 -0.008 0.385
H 0.6002 -3.4328 3.7546 0.439 -0.584 -0.240 0.154
H 1.5690 7.1769 1.1386 -0.123 0.013 0.399 0.222
H -1.4385 -2.8653 0.3131 -0.213 -0.135 0.322 0.257
O -2.2083 3.6230 0.6589 0.541 1.297 -1.246 -0.503
H -1.4361 3.0494 2.4965 -0.340 0.195 0.419 0.104
C -2.1211 2.7522 1.7024 -0.932 -1.759 0.245 -0.071
H -5.0726 -3.7267 -1.9613 0.302 -0.679 -0.265 0.583
H 3.8298 -3.4072 -2.5057 -0.262 -0.276 -0.080 0.377
H -1.8132 -6.3907 0.6023 0.358 0.163 0.132 -0.001
O -0.7663 0.8513 -1.3235 -2.006 -0.871 -2.384 -0.717
H 3.1834 4.3844 8.2657 -0.050 -0.305 -0.705 0.282
H -4.2301 -0.9050 1.3147 0.541 -0.029 -0.041 0.397
C 1.7024 6.0973 1.2071 -0.762 -0.758 -1.222 -0.273
C 1.2331 5.4780 2.5613 0.322 -0.131 -2.721 -0.392
O -1.5178 -2.4018 -4.4167 -0.447 2.951 3.925 -0.842
H -1.3431 3.5586 0.2481 0.304 0.542 -0.670 0.292
C 3.8332 3.0294 3.1708 0.340 0.424 -0.271 -0.094
N 0.9329 5.4762 0.0849 -0.703 0.441 0.846 -0.080
H 5.2355 -3.9411 -4.9410 -0.150 0.322 0.847 0.311
H 3.2358 2.2861 3.6988 0.148 -0.353 -0.107 0.332
C 0.6539 -0.0050 0.2279 1.193 0.473 2.653 0.540
H 2.1674 10.4599 -0.8405 0.001 -0.204 -0.133 0.249
C -1.5585 -1.7687 -3.3196 1.100 -3.096 -2.816 0.490
O -2.3345 -1.0746 -1.2372 0.876 0.212 0.332 -0.638
N -5.7147 -4.3826 -1.5399 -1.411 -0.014 0.452 -0.744
O -1.3008 -4.0258 2.1032 -0.938 2.612 3.042 -0.111
H 3.8332 -3.2288 -5.7204 -0.279 0.359 0.250 0.361
H 5.6322 5.2831 5.8071 -0.080 0.218 -0.045 0.250
H -2.2360 -8.0095 1.1146 -0.531 -0.148 -0.129 0.349
C -0.4175 -5.1150 4.6783 -0.809 0.401 0.074 -1.294
N -0.1437 -2.7875 5.5461 -1.139 0.098 0.093 -0.763
H 0.2213 -5.7016 4.0180 -0.149 -0.083 0.249 0.253
H -1.0693 0.7323 -4.4426 -0.827 -0.045 -0.005 -0.083
H 2.7316 5.8782 0.9228 0.586 0.217 0.940 0.308
H -5.9131 -3.9720 -0.6388 -0.292 0.085 0.196 0.195
H -3.0048 -0.3861 -5.7707 -0.278 -0.417 0.500 0.196
H -3.0939 1.1901 -3.4283 -0.236 -0.558 -0.040 -0.008
C 0.1457 1.2006 -0.5225 1.384 4.270 2.099 -0.107
H 1.0676 -7.4506 -4.0535 0.789 0.281 -0.496 0.340
C 5.5034 3.1935 5.1809 0.087 1.033 0.190 -1.044
C -4.9932 -6.3313 -2.8035 1.697 0.866 -0.231 -1.413
H 1.9004 -5.1309 -5.6304 0.343 -0.730 -0.051 0.422
H 4.4705 4.6742 9.3484 0.417 0.044 -0.090 0.271
H -0.6447 -4.1940 -4.0167 -0.170 0.329 -0.651 0.107
H 3.9893 4.6139 5.8195 -0.189 0.113 0.139 -0.195
H -0.0334 6.2507 4.6296 -0.086 -0.631 -0.508 0.359
H 5.8878 4.0270 -0.5725 -0.309 0.437 0.145 0.288
H -5.7913 -6.2519 -3.5417 -0.520 -0.213 0.618 0.365
C -5.3667 0.1844 -4.5361 -0.535 -0.256 1.835 -1.084
C -2.6512 -1.8448 -2.2473 -3.378 -1.878 -1.112 0.719
C 1.0885 6.1024 -1.2267 0.180 0.313 0.353 -0.646
C 1.3350 9.7881 -0.6310 0.457 -1.443 -0.389 -0.693
H 5.8288 3.6232 3.1509 -0.349 0.055 0.142 0.214
N -3.6592 0.2356 -6.2237 0.247 -0.260 -1.567 -0.748
H -3.7217 -2.3832 0.4261 -0.311 0.037 0.081 -0.320
H 4.1459 5.8626 8.0748 -0.012 0.102 -0.045 0.311
H -6.2503 -1.6350 1.5283 0.087 -0.009 0.012 0.281
H -4.7765 -0.4661 -3.8906 -0.327 -0.772 -0.235 -0.049
H 0.6088 5.4164 -1.9248 -0.437 0.308 -0.130 0.352
O 3.9335 -2.7528 -1.8110 0.428 0.724 -0.208 -0.580
C -1.3885 -3.1214 3.2981 -0.570 -1.965 1.203 -1.160
O 1.3766 -0.0180 1.2261 -1.161 -0.064 -2.325 -0.733
H -4.1979 -5.0937 0.4618 -0.460 0.146 0.227 0.291
H 0.1396 -2.7805 1.1662 -0.419 0.532 0.654 0.301
H 6.1464 2.5264 0.1787 -0.029 -0.359 0.493 0.362
O -2.3180 2.4839 -4.7742 2.172 -0.837 -1.052 -0.434
H 2.9110 2.8047 1.2319 -0.268 -0.085 -0.241 -0.093
H 3.3562 3.9871 3.3788 -0.673 0.113 -0.697 -0.092
C -5.2754 -5.7566 -1.3641 1.525 0.135 -1.520 0.319
C -1.0726 1.8137 -4.5795 1.535 -0.056 -0.351 -0.165
H 2.0152 -3.3104 -1.2009 -0.305 0.463 -0.334 -0.258
```
Forces are in eV/Å.

Output
Highest occupied orbital energy (eV): -6.4
Total energy (Ha): -3168.0202
Net charge: -1
Spin multiplicity: 1
Orbital gap (eV): 8.18